# 1
{"formula": "C7H18CaCl3F7IK2N7O8P3S", "method": "wB97M-V/def2-TZVPD", "molar_mass_g_mol": 937.8, "total_charge": -1, "homo_ev": -4.68, "orbital_gap_ev": 4.16, "species": ["C", "C", "S", "C", "N", "N", "N", "C", "N", "P", "O", "I", "H", "H", "H", "H", "H", "H", "H", "H", "H", "F", "O", "P", "O", "O", "O", "C", "N", "O", "O", "H", "H", "H", "K", "C", "Cl", "Cl", "H", "H", "K", "Ca", "Cl", "C", "O", "N", "N", "H", "H", "H", "H", "F", "P", "F", "F", "F", "F", "F"], "xyz": [[-0.236, -3.048, -0.858], [-1.109, -2.035, 0.002], [-2.036, -0.807, -1.043], [-1.128, 0.813, -1.149], [0.337, 0.731, -1.367], [1.117, 1.435, -0.569], [2.405, 1.319, -0.813], [2.446, 0.420, -1.924], [1.099, 0.058, -2.283], [0.396, -0.974, -3.564], [1.204, -2.430, -3.636], [0.864, 0.242, -5.702], [-0.601, -3.111, -1.907], [0.849, -2.802, -0.806], [-0.349, -4.076, -0.426], [-0.503, -1.576, 0.853], [-1.894, -2.669, 0.494], [-1.266, 1.345, -0.167], [-1.649, 1.431, -1.926], [3.431, 0.033, -2.475], [2.163, -2.264, -3.543], [0.947, 2.561, 1.607], [1.351, -4.894, -5.586], [2.555, -5.514, -4.874], [2.365, -5.443, -3.357], [3.815, -4.735, -5.258], [2.683, -6.978, -5.297], [-4.165, 2.731, 1.897], [-3.536, 1.436, 2.260], [-2.242, 1.313, 2.094], [-4.331, 0.495, 2.712], [-3.390, 3.402, 1.537], [-4.904, 2.538, 1.110], [-4.646, 3.147, 2.782], [-1.342, 1.864, -5.312], [3.718, -2.704, 0.811], [5.480, -2.765, 0.891], [3.036, -4.293, 0.440], [3.334, -2.371, 1.773], [3.425, -2.004, 0.032], [-0.019, -0.500, 1.970], [-3.704, 1.066, 4.827], [3.837, 0.506, -4.079], [-2.850, -0.021, 9.086], [-2.536, 0.076, 7.903], [-2.111, 0.532, 10.081], [-3.960, -0.690, 9.495], [-2.345, 0.466, 11.053], [-1.283, 1.033, 9.812], [-4.529, -1.113, 8.784], [-4.233, -0.782, 10.455], [2.381, 6.858, -6.315], [2.009, 5.661, -5.264], [3.504, 5.917, -4.660], [1.190, 4.257, -5.024], [1.671, 5.947, -3.692], [2.756, 4.675, -6.332], [0.524, 6.292, -5.553]], "mulliken_charge": [-0.710, -0.370, -0.010, -0.761, 0.833, 0.065, -0.601, -0.186, 0.395, -0.133, -0.292, -0.148, 0.219, -0.051, 0.419, 0.117, 0.459, 0.536, 0.136, 0.323, 0.349, -0.857, -0.451, 0.869, -0.409, -0.460, -0.528, -0.696, 0.371, -0.450, -0.745, 0.318, 0.266, 0.179, 0.854, 0.309, -0.155, -0.127, 0.189, -0.187, 0.844, 0.809, -0.607, 0.624, -0.623, -0.385, -0.369, 0.168, 0.226, 0.209, 0.168, -0.341, 0.938, -0.317, -0.231, -0.321, -0.325, -0.345]}

=====

# 2
{"formula": "C21H24Cl2NO", "method": "wB97M-V/def2-TZVPD", "molar_mass_g_mol": 377.3, "total_charge": 1, "homo_ev": -9.96, "de_lowest_kj_mol": 0.00, "orbital_gap_ev": 3.93, "species": ["C", "C", "C", "C", "N", "C", "C", "O", "C", "C", "H", "H", "H", "H", "H", "H", "H", "H", "H", "H", "H", "H", "H", "H", "H", "Cl", "C", "C", "C", "C", "C", "C", "C", "C", "C", "Cl", "C", "C", "C", "C", "H", "H", "H", "H", "H", "H", "H", "H", "H"], "xyz": [[2.427, 1.765, -1.718], [2.446, 0.833, -0.541], [2.911, 1.330, 0.782], [2.305, -0.515, -0.754], [2.351, -1.510, 0.217], [2.845, -2.839, -0.173], [3.048, -3.731, 1.037], [1.881, -3.719, 1.860], [1.653, -2.429, 2.413], [1.381, -1.427, 1.310], [2.710, 2.790, -1.466], [3.128, 1.444, -2.506], [1.447, 1.817, -2.212], [3.272, 2.365, 0.720], [2.141, 1.321, 1.562], [3.752, 0.735, 1.171], [2.275, -0.893, -1.784], [2.130, -3.354, -0.832], [3.796, -2.746, -0.700], [3.127, -4.784, 0.729], [3.937, -3.395, 1.596], [0.736, -2.547, 3.011], [2.505, -2.083, 3.025], [1.386, -0.418, 1.734], [0.357, -1.629, 0.934], [-3.284, -2.937, -4.432], [-2.947, -1.954, -3.081], [-2.317, -2.501, -1.945], [-1.996, -1.680, -0.881], [-2.269, -0.276, -0.880], [-1.770, 0.508, 0.205], [-2.159, 1.812, 0.645], [-1.795, 2.211, 1.969], [-2.014, 3.485, 2.451], [-2.624, 4.448, 1.622], [-2.835, 6.047, 2.173], [-3.077, 4.076, 0.344], [-2.857, 2.791, -0.129], [-2.998, 0.215, -2.009], [-3.317, -0.599, -3.086], [-2.069, -3.561, -1.931], [-1.521, -2.108, 0.007], [-1.135, -0.040, 0.914], [-1.323, 1.460, 2.613], [-1.702, 3.770, 3.457], [-3.583, 4.821, -0.277], [-3.214, 2.569, -1.130], [-3.302, 1.255, -2.074], [-3.839, -0.192, -3.958]], "mulliken_charge": [-1.470, 0.835, -1.417, -0.512, 0.258, -0.568, -0.634, -0.413, -0.947, 1.294, 0.403, 0.325, 0.272, 0.448, 0.239, 0.286, 0.424, 0.336, 0.421, 0.312, 0.335, 0.354, 0.389, -0.010, -1.012, -0.134, 0.484, -0.943, -0.428, 1.220, 0.180, 0.859, -0.367, -0.854, 0.475, -0.130, -1.222, 0.017, -0.048, -1.220, 0.436, 0.373, 0.052, 0.408, 0.405, 0.416, 0.342, 0.312, 0.421]}

=====

# 3
{"formula": "C3H4FNNiOSSi", "method": "wB97M-V/def2-TZVPD", "molar_mass_g_mol": 207.9, "total_charge": 2, "homo_ev": [-18.28, -17.45], "orbital_gap_ev": [9.04, 4.76], "spin_multiplicity": 3, "species": ["O", "C", "F", "C", "Si", "N", "C", "S", "H", "H", "H", "H", "Ni"], "xyz": [[-2.400, -1.406, -0.475], [-1.588, -0.539, -0.049], [-1.973, 0.867, -0.149], [-0.156, -1.036, 0.527], [1.177, -0.323, -0.712], [1.032, 1.505, -0.536], [1.573, 1.838, 0.616], [2.324, 1.936, 2.123], [-0.121, -2.189, 0.549], [-0.037, -0.584, 1.582], [0.980, -0.778, -2.083], [2.520, -0.638, -0.176], [-3.329, 1.347, -1.216]], "mulliken_charge": [-0.390, 0.599, -0.321, -0.449, 0.392, -0.213, 0.491, 0.322, 0.393, 0.288, 0.009, 0.003, 0.876]}

=====

# 4
{"formula": "H8LiO8S", "method": "wB97M-V/def2-TZVPD", "molar_mass_g_mol": 175.1, "homo_ev": [-10.07, -9.82], "orbital_gap_ev": [9.57, 6.84], "spin_multiplicity": 2, "species": ["Li", "S", "O", "O", "O", "O", "O", "H", "H", "O", "H", "H", "O", "H", "H", "O", "H", "H"], "xyz": [[-0.210, 0.357, -0.693], [1.673, -0.749, 1.010], [2.851, -1.082, 0.229], [1.498, 0.701, 1.096], [0.478, -1.137, 0.257], [1.699, -1.274, 2.382], [-1.403, 1.241, 0.469], [-1.473, 1.914, 1.145], [-2.154, 0.667, 0.622], [1.282, 1.284, -1.638], [2.228, 1.143, -1.590], [1.169, 1.906, -2.356], [-1.414, 0.015, -2.292], [-1.553, 0.637, -3.006], [-1.754, -0.815, -2.627], [-1.261, -1.363, 2.440], [-0.639, -1.241, 1.722], [-1.016, -2.202, 2.830]], "mulliken_charge": [0.910, 1.317, -0.551, -0.448, -0.844, -0.452, -0.525, 0.245, 0.308, -0.524, 0.269, 0.245, -0.545, 0.262, 0.283, -0.642, 0.386, 0.304]}